Record 1
DFT (ωB97M-V/def2-TZVPD) results for a cluster of 2 separate species, C4H14N2O in total at a distorted geometry.

XYZ file:
```
21
Properties=species:S:1:pos:R:3:forces:R:3:mulliken_charge:R:1
N -1.311720 -0.033706 1.882025 0.200 0.841 -0.168 -0.53
C -0.550162 0.795054 0.918313 -0.975 -0.965 1.680 -0.35
C 0.751868 0.173574 0.567858 -0.126 0.386 -3.904 -0.41
N 1.103736 0.711049 -0.829919 1.223 -2.095 1.672 -0.08
C 0.321153 1.593550 -1.591815 -0.937 1.139 -2.189 -0.97
C 1.680317 -0.475209 -1.502518 0.645 3.085 -2.119 -1.12
H -0.872774 -0.935084 1.932998 0.057 0.160 0.386 0.28
H -1.461109 0.421111 2.761295 0.300 -0.103 0.447 0.18
H -0.400843 1.766108 1.350111 -0.432 0.855 -0.304 0.27
H -1.163838 0.719303 0.008033 0.425 0.840 0.275 0.29
H 0.434217 -0.869725 0.378155 0.758 -0.011 0.472 0.17
H 1.758247 0.268882 0.976722 -0.759 -0.095 1.538 0.26
H -0.321713 2.326578 -1.059251 -0.134 -1.261 -0.032 0.36
H 0.835564 2.346543 -2.213776 1.287 -0.170 0.483 0.30
H -0.125110 1.068810 -2.471588 -1.068 0.087 0.857 0.31
H 2.721791 -0.504859 -1.079572 -1.054 -1.203 -0.387 0.30
H 1.814596 -0.089462 -2.572500 0.092 -1.034 1.080 0.42
H 1.006239 -1.369198 -1.538326 0.840 0.441 0.388 0.35
H -2.492796 -3.002026 0.624013 -0.309 0.139 2.026 0.32
H -1.813791 -2.344375 2.191446 -1.852 -0.977 -0.128 0.33
O -1.913871 -2.566917 1.268297 1.819 -0.059 -2.074 -0.67
```
Positions in Å, forces in eV/Å.

Its total charge is 0. The relative energy (zero: lowest compared OMol25 entry of this formula, charge and spin) is 4.504 eV. The total energy comes out at -345.4107 hartree. The HOMO energy is -0.2852 Eh. The strongest force on any atom is 0.07633 Eh/bohr. As for the HOMO-LUMO gap: 8.63 eV.

***

Record 2
DFT (ωB97M-V/def2-TZVPD) results for a structure of composition C14H17NO10W at a distorted geometry.

XYZ file:
```
43
Properties=species:S:1:pos:R:3:forces:R:3:mulliken_charge:R:1
W -0.478717 -0.299537 0.714470 0.880 0.882 0.186 2.56
O 1.522572 0.547599 -0.055855 -0.166 0.068 -0.061 -0.36
C 2.700011 -0.203191 0.307139 0.093 -0.068 0.042 -0.55
C 2.695456 -0.294879 1.811063 -0.085 0.053 -0.001 -0.76
N 1.316826 -0.692455 2.269160 0.047 -0.066 -0.035 -0.22
C 0.930230 0.167165 3.418762 0.065 0.051 0.044 -0.49
C 0.528345 1.513543 2.850025 -0.225 0.140 -0.291 0.40
O 0.758603 2.595867 3.237900 0.082 -0.091 0.180 -0.42
O -0.210112 1.304890 1.671910 -0.039 -0.271 0.198 -0.74
C 1.260357 -2.118221 2.633358 -0.019 -0.106 0.064 -0.55
C -0.177349 -2.577759 2.621778 -0.437 0.198 -0.314 0.20
O -0.683864 -3.550448 3.007826 0.192 -0.043 0.148 -0.36
O -0.974009 -1.572529 1.941853 0.272 -0.053 -0.175 -0.47
H 1.600544 1.493240 0.138993 0.145 0.111 0.043 0.42
H 3.591490 0.294483 -0.071217 -0.020 0.010 -0.003 0.50
H 2.594743 -1.166107 -0.189557 0.009 0.002 0.037 0.27
H 2.919304 0.686184 2.232900 -0.004 -0.009 -0.004 0.44
H 3.437341 -0.990302 2.203661 0.005 -0.026 -0.063 0.48
H 1.756265 0.286891 4.120080 -0.029 -0.010 -0.003 0.54
H 0.075568 -0.260025 3.948424 -0.006 0.011 -0.033 0.44
H 1.695781 -2.314314 3.615610 -0.013 0.010 -0.017 0.54
H 1.801509 -2.713156 1.893538 -0.018 0.008 -0.005 0.44
O -2.510291 -1.766838 -0.322019 -0.726 -0.249 -0.221 -0.35
C -2.600977 -0.584472 -0.504175 0.325 -0.175 0.257 0.15
O -2.313563 0.243279 0.585943 0.379 -0.545 -0.364 -0.63
C -2.501844 0.084915 -1.851775 -0.061 -0.045 0.057 0.09
C -2.038099 1.522976 -1.598917 0.059 -0.015 0.113 -0.23
C -1.824579 2.334403 -2.862140 -0.085 0.045 0.005 -0.96
C -0.519140 1.745350 -3.429830 0.050 -0.052 -0.015 -0.92
C -0.225048 0.630384 -2.446829 0.039 -0.007 0.049 -0.25
O -0.661356 1.183813 -1.150166 0.030 0.154 -0.104 -0.48
C -1.232450 -0.529828 -2.577828 0.071 -0.020 -0.171 0.13
C -0.596866 -1.762490 -1.969936 0.060 -0.189 0.276 -0.12
O -0.452661 -2.855959 -2.309709 -0.057 0.092 -0.121 -0.35
O 0.157747 -1.355886 -0.662035 -0.844 0.187 0.400 -0.61
H -3.413208 -0.048114 -2.432693 0.010 0.031 -0.006 0.53
H -2.555968 2.030141 -0.793571 -0.019 0.005 -0.043 0.78
H -1.722911 3.389521 -2.621167 0.010 -0.007 -0.002 0.39
H -2.676331 2.231236 -3.532972 0.004 -0.011 -0.005 0.37
H 0.288254 2.474146 -3.422931 -0.006 0.008 0.006 0.37
H -0.612796 1.362589 -4.444459 -0.007 -0.004 0.000 0.41
H 0.811969 0.328158 -2.365059 -0.011 -0.003 -0.063 0.57
H -1.460789 -0.794277 -3.609532 0.050 -0.001 0.013 0.79
```
Positions in Å, forces in eV/Å.

Its total charge is +2. The relative energy (zero: lowest compared OMol25 entry of this formula, charge and spin) is 0.000 eV. The total energy comes out at -1417.3785 hartree. The HOMO energy is -0.6648 Eh. The strongest force on any atom is 0.02450 Eh/bohr. As for the HOMO-LUMO gap: 8.70 eV.

***

> Which formula does entry 2 have?

C14H17NO10W